Below is a molecular structure, C37H44BN13O4STeV, with properties calculated with ωB97M-V/def2-TZVPD.

<S²>	0.7540
2S+1	2
total energy	-111125.929	eV
LUMO (spin up / spin down)	-5.2 / -5.2	eV
total charge	+2

Geometry (Å):
V  0.5515  -0.1068  -1.4420
C  -2.8267  -0.7791  -0.7039
C  -2.2536  0.5327  -0.2750
C  -2.9044  1.6247  0.3148
C  -1.9315  2.5876  0.4379
N  -0.7689  2.0893  -0.0284
N  -0.9690  0.8224  -0.4714
B  0.4969  2.8785  -0.4221
N  0.6034  2.9634  -1.9650
C  0.8118  3.9623  -2.8394
C  0.7027  3.4657  -4.1123
C  0.4405  2.1027  -3.9496
C  0.1753  1.1425  -5.0627
N  0.4149  1.7834  -2.6485
N  1.7972  2.2054  0.0596
C  2.9796  2.7495  0.3786
C  3.9150  1.7395  0.4578
C  3.2196  0.5764  0.1259
C  3.7634  -0.8122  0.0603
N  1.9299  0.8654  -0.1276
N  0.3715  4.2491  0.2932
C  -0.0368  5.4334  -0.1864
C  -0.0697  6.3589  0.8284
C  0.3308  5.6758  1.9728
C  0.4967  6.2345  3.3419
N  0.5798  4.3969  1.6403
H  -3.6850  -1.0432  -0.0876
H  -2.0991  -1.5900  -0.6343
H  -3.1758  -0.7166  -1.7367
H  -3.9402  1.6971  0.5963
H  -1.9982  3.5914  0.8245
H  1.0661  4.9579  -2.5236
H  0.7943  4.0062  -5.0377
H  -0.1775  1.6995  -5.9287
H  -0.5850  0.4152  -4.7900
H  1.0773  0.6087  -5.3611
H  3.0832  3.8130  0.5258
H  4.9575  1.8274  0.7085
H  4.8487  -0.7835  0.1298
H  3.4981  -1.3103  -0.8727
H  3.3869  -1.4215  0.8832
H  -0.3123  5.5444  -1.2184
H  -0.3408  7.3974  0.7613
H  0.4950  7.3201  3.2810
H  1.4368  5.9102  3.7895
H  -0.3139  5.9247  3.9999
N  -0.0951  -3.1238  -4.3477
C  -0.6873  -2.2888  -3.4691
N  0.1077  -1.3282  -3.0679
C  1.3297  -1.5543  -3.7323
C  2.5461  -0.8668  -3.6663
C  3.5944  -1.3586  -4.4170
C  3.4483  -2.4993  -5.2261
C  2.2526  -3.1808  -5.3041
C  1.2035  -2.6849  -4.5355
H  -0.5250  -3.9348  -4.7615
H  -1.7013  -2.4312  -3.1313
H  2.6743  0.0417  -3.0850
H  4.5470  -0.8475  -4.3963
H  4.2933  -2.8470  -5.8035
H  2.1420  -4.0585  -5.9255
C  -4.4946  -6.0301  -0.0818
C  -3.8875  -5.2721  1.0951
S  -2.1729  -4.9764  0.7846
O  -2.0602  -3.9064  -0.1888
O  -1.5049  -6.2268  0.5357
C  -1.5332  -4.3412  2.3214
C  -0.0073  -4.3075  2.2891
N  0.5205  -3.5717  1.1361
C  0.3500  -2.2588  0.8869
N  0.7759  -1.9434  -0.3338
C  1.2327  -3.1131  -0.8987
C  1.0838  -4.1065  -0.0047
N  1.4966  -5.4800  -0.1929
O  1.6839  -6.1610  0.7919
O  1.6679  -5.8171  -1.3421
C  -0.2110  -1.2954  1.8704
H  -5.5686  -6.1213  0.0680
H  -4.0667  -7.0266  -0.1609
H  -4.3242  -5.5031  -1.0196
H  -3.9457  -5.8429  2.0226
H  -4.3426  -4.2916  1.2403
H  -1.8271  -5.0242  3.1192
H  -2.0016  -3.3704  2.4816
H  0.3858  -5.3160  2.2079
H  0.3781  -3.8732  3.2107
H  1.6805  -3.1779  -1.8746
H  0.0001  -1.6082  2.8921
H  -1.2920  -1.1945  1.7560
H  0.2287  -0.3140  1.6957
Te  1.0019  2.7555  2.9404
C  -0.3077  3.2750  4.4550
C  0.2153  3.7565  5.6553
C  -0.6401  3.9970  6.7204
C  -2.0024  3.7658  6.5822
C  -2.5203  3.2798  5.3879
C  -1.6730  3.0208  4.3213
H  1.2765  3.9419  5.7589
H  -0.2438  4.3689  7.6554
H  -2.6663  3.9634  7.4129
H  -3.5811  3.0921  5.2926
H  -2.0696  2.6279  3.3933

Here are the Löwdin charges for atoms 1 to 4, given in e: V 0.8169; C -0.0148; C -0.3118; C 0.0155



Below is 8 unconnected molecules or ions with the total composition C21H48Cl6O14P2, with properties calculated with ωB97M-V/def2-TZVPD.

SMILES	COP(=O)(OC)OC.COP(=O)(OC)OC.CCOC(C)=O.CCOC(C)=O.CCOC(C)=O.ClCCl.ClCCl.ClCCl
total energy	-144938.875	eV
LUMO	0.3	eV
total charge	0

Geometry (Å):
C  0.0932  0.3488  -0.0388
Cl  -1.0380  -0.8684  -0.6279
Cl  0.6098  -0.0009  1.6148
H  0.9721  0.3746  -0.6713
H  -0.3986  1.3129  -0.0491
C  -1.4831  -4.2880  0.9329
Cl  -1.3456  -5.2502  -0.5492
Cl  -2.6321  -5.0139  2.0712
H  -0.5177  -4.2701  1.4251
H  -1.8043  -3.2910  0.6638
C  -3.1071  3.0328  2.2364
Cl  -4.5624  2.7208  3.1816
Cl  -2.7576  1.7209  1.1069
H  -3.2328  3.9529  1.6748
H  -2.2725  3.1628  2.9169
C  1.3860  -2.7890  3.8181
O  1.4514  -2.6785  5.2459
P  2.5172  -1.7050  5.9027
O  3.7675  -1.5952  5.1509
O  1.7808  -0.3520  6.1954
C  1.5481  0.5959  5.1434
O  2.6072  -2.2533  7.3622
C  3.5075  -3.3223  7.6378
H  0.3823  -2.5345  3.4708
H  1.5621  -3.8245  3.5329
H  2.1035  -2.1397  3.3205
H  1.8510  0.1542  4.1928
H  2.1374  1.4863  5.3378
H  0.4799  0.7950  5.1158
H  2.9631  -4.2008  7.9783
H  4.1884  -3.0074  8.4300
H  4.1202  -3.5764  6.7723
C  3.4886  -0.0864  -3.2164
O  2.0648  0.0375  -3.0906
P  1.3070  1.4076  -3.3258
O  1.7199  2.4659  -2.4173
O  1.4345  1.7347  -4.8649
C  2.5134  2.5222  -5.3728
O  -0.1847  0.9669  -3.2092
C  -0.6882  -0.0653  -4.0773
H  3.7024  -0.9466  -3.8429
H  3.9092  -0.2498  -2.2244
H  3.9326  0.8280  -3.6056
H  3.1087  2.9532  -4.5668
H  2.1062  3.3072  -6.0030
H  3.1740  1.8869  -5.9673
H  0.1126  -0.7168  -4.4198
H  -1.2454  0.3923  -4.8911
H  -1.3725  -0.6972  -3.5124
O  1.7913  -4.3586  0.7286
C  1.9047  -4.0732  -0.4411
O  1.9994  -4.9668  -1.4261
C  2.0692  -6.3576  -1.0370
C  1.5966  -7.1897  -2.1967
C  2.0054  -2.6630  -0.9426
H  1.4384  -6.4946  -0.1615
H  3.1036  -6.5714  -0.7643
H  0.5681  -6.9303  -2.4519
H  1.5641  -8.2370  -1.8844
H  2.2196  -7.1108  -3.0846
H  1.9762  -2.0229  -0.0615
H  1.1494  -2.4408  -1.5773
H  2.9436  -2.4626  -1.4541
O  -1.8227  6.2727  1.7536
C  -1.0338  6.1793  2.6632
O  0.1927  5.6685  2.5304
C  0.5703  5.2491  1.1979
C  -0.0795  3.9358  0.8303
C  -1.3172  6.6531  4.0641
H  1.6565  5.1901  1.2248
H  0.3103  6.0381  0.4929
H  -1.1144  4.1395  0.5679
H  0.0044  3.2072  1.6366
H  0.4334  3.5228  -0.0428
H  -1.4115  5.8128  4.7495
H  -2.2490  7.2081  4.0151
H  -0.5110  7.2993  4.4060
O  -5.7928  -0.5024  -3.8710
C  -5.4541  0.4309  -4.5490
O  -4.6252  1.3924  -4.1247
C  -3.9200  1.1345  -2.8991
C  -3.1601  2.3835  -2.5302
C  -5.9572  0.6931  -5.9515
H  -3.2527  0.2790  -3.0139
H  -4.6527  0.8819  -2.1306
H  -3.8198  3.2502  -2.5154
H  -2.3633  2.5759  -3.2513
H  -2.7018  2.2474  -1.5525
H  -6.4898  1.6429  -5.9905
H  -6.6260  -0.1160  -6.2220
H  -5.1023  0.7727  -6.6212

Here are the Löwdin charges for atoms 1 to 4, given in e: C -1.0169; Cl 0.5975; Cl 0.5809; H 0.0052



Below is a gas-phase ion, C4H7N2O (charge +1) at a distorted geometry, with properties calculated with ωB97M-V/def2-TZVPD.

SMILES	CN=C=C[N+](C)=O
energy above the lowest of the compared OMol25 structures with the same formula, charge and spin	518.74	kJ/mol
total energy	-9277.414	eV
LUMO (spin up / spin down)	-5.7 / -5.7	eV
total charge	+1

Geometry (Å):
C  0.6776  -0.0925  0.7325
C  -0.2884  -0.9063  0.3233
C  2.5933  1.4892  1.0402
C  -2.3669  -1.1753  -1.1383
N  1.4633  0.7043  1.0810
N  -1.4206  -0.2058  -0.5047
O  -1.6159  0.9609  -0.5167
H  -0.3111  -1.9099  0.1140
H  2.9291  1.3825  0.0381
H  3.4475  1.0920  1.6060
H  2.4476  2.6443  1.1964
H  -3.3018  -0.5491  -1.1440
H  -2.1471  -2.0999  -0.5850
H  -2.1067  -1.3344  -2.2428

Here are the Löwdin charges for atoms 1 to 4, given in e: C 0.0100; C 0.0606; C -0.0456; C 0.0578



Below is a molecular structure, C17H25IrN2O4Si2 at a distorted geometry, with properties calculated with ωB97M-V/def2-TZVPD.

<S²>	0.8318
2S+1	2
energy above the lowest of the compared OMol25 structures with the same formula, charge and spin	275.31	kJ/mol
total energy	-47787.146	eV
LUMO (spin up / spin down)	-6.9 / -6.4	eV
total charge	+1

Geometry (Å):
Ir  -0.3080  1.2066  0.0335
O  -2.4215  3.9565  2.1205
C  -1.7247  3.0176  1.8311
O  -0.6413  2.9693  1.1885
C  -2.1686  1.6063  2.3515
C  -3.2614  1.4776  3.2150
C  -3.5632  0.2295  3.6972
C  -2.7278  -0.8644  3.3880
C  -2.8835  -2.1552  3.9377
C  -1.9786  -3.1434  3.6584
C  -0.8939  -2.9050  2.7962
C  -0.7436  -1.6826  2.2007
C  -1.6402  -0.6393  2.4942
N  -1.4394  0.5881  1.9610
H  -3.8220  2.3655  3.4572
H  -4.4201  0.0827  4.3391
H  -3.7174  -2.3374  4.5994
H  -2.0898  -4.1233  4.0947
H  -0.1762  -3.6909  2.6071
H  0.0719  -1.4648  1.5247
C  -1.2853  -1.3277  -1.4082
Si  0.4378  -0.9149  -2.1883
C  1.3351  -2.5206  -2.6596
C  0.2159  0.2301  -3.6872
C  1.2694  -0.0066  -0.7010
Si  2.9065  0.9723  -1.0768
C  4.2948  -0.2241  -1.5948
C  2.6716  2.3502  -2.3634
C  3.1765  1.7015  0.6777
H  -2.0410  -1.3879  -2.1838
H  -1.6157  -0.5467  -0.7010
H  -1.2698  -2.2630  -0.8612
H  0.7229  -3.0816  -3.3573
H  1.5376  -3.1597  -1.8072
H  2.2793  -2.3169  -3.1497
H  -0.6621  -0.0563  -4.2571
H  1.0642  0.1746  -4.3610
H  0.0953  1.2692  -3.4018
H  1.5394  -0.7214  0.0818
H  4.0891  -0.6747  -2.5603
H  4.4425  -1.0239  -0.8753
H  5.2367  0.3090  -1.6838
H  2.5991  1.9606  -3.3748
H  3.5248  3.0244  -2.3430
H  1.7833  2.9444  -2.1573
H  3.3748  0.9244  1.4080
H  2.2947  2.2589  0.9905
H  4.0242  2.3778  0.6678
O  -3.0058  0.9658  -2.7757
N  -2.6252  2.0070  -2.3462
O  -1.8615  2.2625  -1.4456

Here are the Löwdin charges for atoms 1 to 4, given in e: Ir 1.3151; O 0.1395; C -0.6065; O -0.1130



Below is C5H7N in the gas phase, with properties calculated with ωB97M-V/def2-TZVPD.

SMILES	C#CCN1CC1
energy above the lowest of the compared OMol25 structures with the same formula, charge and spin	319.54	kJ/mol
total energy	-6785.201	eV
LUMO	1.1	eV
total charge	0

Geometry (Å):
C  -2.0154  1.3415  1.6265
C  -1.0702  0.6534  1.3615
C  -0.0873  -0.3572  0.9416
N  0.8650  0.1902  -0.0243
C  0.4077  0.2771  -1.3988
C  1.3886  -0.7600  -0.9886
H  -2.8978  1.9036  1.8561
H  0.4933  -0.7169  1.8006
H  -0.6842  -1.1954  0.5582
H  0.7374  1.1556  -1.9510
H  -0.6088  -0.0503  -1.6200
H  2.4439  -0.6539  -1.2325
H  1.0279  -1.7877  -0.9293

Here are the Löwdin charges for atoms 1 to 4, given in e: C 0.1039; C -0.1234; C -0.2344; N -0.1276



Below is a molecular structure, C36H26BrN5O5STa, with properties calculated with ωB97M-V/def2-TZVPD.

energy above the lowest of the compared OMol25 structures with the same formula, charge and spin	0.00	kJ/mol
total energy	-137876.462	eV
LUMO (spin up / spin down)	1.3 / 1.2	eV
total charge	-1

Geometry (Å):
Ta  2.0136  0.0961  -1.0327
N  3.5935  -4.0973  -0.0809
C  2.9314  -2.9841  -0.5047
S  3.8938  -1.5981  -0.8724
N  1.6438  -3.0862  -0.6312
N  1.0185  -1.9478  -1.1125
C  -0.2283  -2.1661  -1.3835
C  -1.1951  -1.2327  -1.9057
C  -2.5029  -1.6699  -2.1569
C  -3.4438  -0.8193  -2.6943
C  -3.0834  0.4947  -3.0058
C  -1.8052  0.9518  -2.7657
C  -0.8626  0.0967  -2.1920
O  0.3547  0.5297  -1.9175
H  4.5224  -3.9782  0.2793
H  3.0311  -4.8440  0.2898
H  -0.5731  -3.1831  -1.2110
H  -2.7618  -2.6968  -1.9258
H  -4.4492  -1.1696  -2.8869
H  -3.8156  1.1661  -3.4374
H  -1.5092  1.9678  -2.9920
C  -5.1768  0.9726  0.3829
C  -3.8620  1.6885  0.2629
C  -3.7640  3.0057  -0.1707
C  -2.5216  3.6012  -0.3086
C  -1.4123  2.8300  0.0056
Br  0.3263  3.5731  -0.2258
N  -1.4700  1.5947  0.4399
C  -2.6725  1.0362  0.5617
H  -6.0043  1.6772  0.4688
H  -5.1843  0.3189  1.2558
H  -5.3542  0.3479  -0.4954
H  -4.6606  3.5676  -0.4077
H  -2.4082  4.6203  -0.6482
H  -2.6832  0.0082  0.9089
O  5.9056  1.1960  -7.0153
C  4.8717  0.5097  -7.0343
O  4.3042  -0.1062  -7.9538
C  4.1437  0.4118  -5.6630
C  3.0048  -0.3704  -5.5238
C  2.3681  -0.4418  -4.2995
N  2.8106  0.2281  -3.2350
C  3.9078  0.9857  -3.3626
C  4.6030  1.1049  -4.5464
C  4.2943  1.7026  -2.0983
O  5.2352  2.4356  -1.9973
O  3.4398  1.4442  -1.0943
H  2.6423  -0.9050  -6.3912
H  1.4780  -1.0438  -4.1511
H  5.4873  1.7217  -4.6233
C  1.6701  0.1314  0.9290
C  1.0121  -0.0251  1.9971
C  0.2997  -0.1781  3.1239
C  -0.9911  -0.8817  3.0186
C  -2.0986  -0.5143  3.7918
C  -3.3199  -1.1505  3.6353
C  -3.4691  -2.1718  2.7046
C  -2.3763  -2.5517  1.9359
C  -1.1522  -1.9195  2.0919
C  0.8023  0.3632  4.3989
C  1.6819  1.4510  4.4046
C  2.1857  1.9516  5.5930
C  1.8185  1.3860  6.8074
C  0.9467  0.3063  6.8162
C  0.4461  -0.2017  5.6273
H  -2.0016  0.2952  4.5041
H  -4.1644  -0.8403  4.2393
H  -4.4225  -2.6720  2.5880
H  -2.4734  -3.3572  1.2174
H  -0.2966  -2.2320  1.5054
H  1.9625  1.8997  3.4596
H  2.8651  2.7947  5.5709
H  2.2096  1.7813  7.7363
H  0.6608  -0.1521  7.7552
H  -0.2169  -1.0572  5.6472

Here are the Löwdin charges for atoms 1 to 4, given in e: Ta 1.5097; N 0.0603; C -0.8678; S 0.6480